A molecular structure, C32H35Cl2N4O4PdS2Sb. Source: the OMol25 dataset; level of theory: ωB97M-V with the def2-TZVPD basis set.

Computed properties:
- LUMO (alpha / beta) (eV) = 0.114 / -3.578
- HOMO level (alpha / beta) (eV) = -6.861 / -8.010
- multiplicity = 5
- charge = 0
- relative energy (zero: lowest compared OMol25 entry of this formula, charge and spin) (eV) = 0.782
- E_tot (hartree) = -3844.990427
- ⟨S²⟩ = 6.08

Geometry (Å):
Pd (1.079, 1.436, -0.924)
S (2.307, 2.870, 0.538)
C (3.751, 2.257, -0.099)
S (3.432, 1.406, -1.570)
C (4.967, 2.388, 0.557)
C (5.093, 3.134, 1.765)
N (5.261, 3.643, 2.777)
C (5.966, 1.422, 0.391)
N (6.675, 0.490, 0.291)
C (-2.879, 2.225, 0.946)
C (-1.656, 2.531, 0.064)
O (-0.895, 1.525, 0.009)
O (-1.518, 3.605, -0.563)
H (-3.731, 2.899, 0.946)
H (-2.578, 2.069, 2.032)
H (-3.346, 1.256, 0.759)
C (0.060, -4.172, -3.530)
C (0.025, -2.858, -2.758)
C (-0.999, -1.855, -2.826)
C (-0.842, -0.649, -2.132)
N (0.246, -0.379, -1.351)
C (0.954, -1.445, -1.009)
C (1.020, -2.605, -1.807)
H (0.378, -3.931, -4.575)
H (-0.945, -4.663, -3.721)
H (0.730, -4.823, -2.950)
H (-1.907, -2.036, -3.422)
H (-1.550, 0.188, -2.340)
H (1.709, -1.173, -0.184)
H (1.766, -3.364, -1.573)
Cl (0.240, -0.928, 4.189)
C (1.113, -2.369, 4.630)
C (2.499, -2.276, 4.889)
C (3.232, -3.307, 5.464)
C (2.624, -4.582, 5.609)
C (1.300, -4.721, 5.158)
Cl (0.450, -6.211, 5.477)
C (0.481, -3.611, 4.742)
N (-0.884, -3.804, 4.650)
C (-1.751, -3.250, 3.722)
C (-2.769, -2.362, 4.156)
C (-3.711, -1.867, 3.314)
C (-3.629, -2.116, 1.971)
C (-2.609, -2.935, 1.472)
C (-1.710, -3.588, 2.306)
C (-0.653, -4.478, 1.776)
C (0.396, -3.752, 0.803)
O (0.173, -2.514, 0.673)
O (1.319, -4.469, 0.356)
H (2.891, -1.244, 4.775)
H (4.275, -3.193, 5.773)
H (3.125, -5.470, 6.061)
H (-1.409, -4.323, 5.319)
H (-2.612, -2.152, 5.285)
H (-4.464, -1.319, 3.802)
H (-4.267, -1.569, 1.275)
H (-2.484, -3.075, 0.439)
H (-1.106, -5.340, 1.255)
H (-0.032, -4.799, 2.616)
C (-3.293, 3.607, -3.804)
C (-2.109, 4.468, -3.359)
Sb (-0.338, 3.508, -2.476)
C (0.910, 5.237, -2.095)
C (0.141, 6.499, -1.696)
C (0.611, 2.365, -4.198)
C (0.628, 3.292, -5.415)
H (-4.232, 4.199, -3.579)
H (-3.434, 2.749, -3.118)
H (-3.279, 3.320, -4.868)
H (-2.495, 5.212, -2.658)
H (-1.681, 5.082, -4.161)
H (1.558, 5.225, -2.990)
H (1.342, 4.862, -1.093)
H (0.742, 7.424, -1.601)
H (-0.318, 6.360, -0.751)
H (-0.639, 6.808, -2.366)
H (-0.030, 1.475, -4.452)
H (1.590, 2.040, -3.814)
H (-0.421, 3.120, -5.849)
H (1.384, 3.037, -6.167)
H (0.760, 4.341, -5.187)